Record 1
A 2-piece molecular cluster, C3H7NS overall. Source: OMol25; level of theory: ωB97M-V/def2-TZVPD.

Computed properties:
Frontier orbital gap (alpha / beta)   9.0 / 7.5 eV
Charge   0
ΔE to the lowest compared entry with this formula, charge and spin   458.6 kJ/mol
HOMO (alpha / beta)   -8.87 / -7.57 eV
Calculated total energy   -571.2642 a.u.

Each line ends with the natural charge from an NBO analysis.
Positions of all 12 atoms, in Å:
C1 1.008 0.321 -1.868  -0.232
C2 -0.984 0.795 1.037  -0.773
C3 0.187 -1.547 0.938  -0.608
N1 -0.036 -0.188 -2.065  -0.229
S1 0.647 0.090 1.192  0.350
H1 1.893 0.561 -2.401  0.200
H2 1.198 0.552 -0.835  0.190
H3 -1.019 1.891 0.961  0.236
H4 -1.559 0.681 1.868  0.224
H5 -1.455 0.440 0.111  0.239
H6 -0.872 -1.515 0.469  0.213
H7 0.993 -2.080 0.592  0.190

=====

Record 2
C3H7NS2 in the gas phase. Source: OMol25; level of theory: ωB97M-V/def2-TZVPD.

Computed properties:
Frontier orbital gap   8.9 eV
SMILES   NC(=S)CCS
Charge   0
ΔE to the lowest compared entry with this formula, charge and spin   296.1 kJ/mol
HOMO   -8.43 eV
Calculated total energy   -969.5245 a.u.

Each line ends with the natural charge from an NBO analysis.
Positions of all 13 atoms, in Å:
N1 -1.099 1.250 -1.033  -0.780
C1 -1.035 0.429 0.132  0.107
S1 -1.858 -1.025 0.097  -0.109
C2 0.040 0.889 1.143  -0.540
C3 1.396 0.922 0.255  -0.469
S2 2.033 -0.775 -0.377  -0.057
H1 -1.612 1.182 -1.787  0.395
H2 -0.578 2.214 -0.761  0.367
H3 -0.251 1.715 1.927  0.268
H4 -0.051 -0.230 1.757  0.251
H5 2.181 1.165 0.808  0.198
H6 1.201 1.854 -0.375  0.212
H7 1.604 -1.299 0.954  0.156

=====

Record 3
C3H7NS2 in the gas phase. Source: OMol25; level of theory: ωB97M-V/def2-TZVPD.

Computed properties:
Frontier orbital gap   8.0 eV
SMILES   CN(C)SC=S
Charge   0
ΔE to the lowest compared entry with this formula, charge and spin   201.0 kJ/mol
HOMO   -8.28 eV
Calculated total energy   -969.5608 a.u.

Each line ends with the natural charge from an NBO analysis.
Positions of all 13 atoms, in Å:
C1 -1.061 0.710 0.558  -0.415
N1 0.059 0.219 -0.214  -0.602
C2 0.203 0.851 -1.505  -0.411
S1 1.492 -0.087 0.626  0.340
C3 0.936 -2.021 1.113  -0.398
S2 1.747 -2.971 2.086  0.121
H1 -1.032 0.266 1.550  0.213
H2 -1.075 1.804 0.653  0.177
H3 -1.982 0.399 0.059  0.197
H4 1.084 0.448 -2.001  0.217
H5 -0.678 0.630 -2.109  0.197
H6 0.308 1.940 -1.428  0.172
H7 0.000 -2.188 0.611  0.193

=====

Record 4
C3H7NS2 as an isolated structure. Source: OMol25; level of theory: ωB97M-V/def2-TZVPD.

Computed properties:
Frontier orbital gap   7.8 eV
Charge   0
ΔE to the lowest compared entry with this formula, charge and spin   670.6 kJ/mol
HOMO   -7.20 eV
Calculated total energy   -969.3819 a.u.

Each line ends with the natural charge from an NBO analysis.
Positions of all 13 atoms, in Å:
C1 -0.448 -0.811 0.314  -0.482
C2 1.596 1.230 0.811  -0.586
C3 1.778 0.409 -0.410  -0.531
H1 0.157 -1.811 -1.349  0.407
H2 1.286 -1.860 -0.033  0.373
H3 -0.078 -0.598 1.321  0.177
H4 1.799 2.295 0.744  0.244
H5 1.833 0.778 1.770  0.228
H6 2.106 0.908 -1.319  0.238
H7 2.142 -0.607 -0.294  0.225
N1 0.403 -1.552 -0.405  -0.867
S1 -1.905 -0.257 -0.194  -0.255
S2 0.053 0.681 0.050  0.828

=====

Record 5
C3H7NS2 in the gas phase. Source: OMol25; level of theory: ωB97M-V/def2-TZVPD.

Computed properties:
Frontier orbital gap   8.6 eV
Charge   0
ΔE to the lowest compared entry with this formula, charge and spin   164.3 kJ/mol
HOMO   -8.03 eV
Calculated total energy   -969.5747 a.u.

Each line ends with the natural charge from an NBO analysis.
Positions of all 13 atoms, in Å:
C1 0.782 -0.539 0.017  -0.242
C2 -0.469 -1.224 0.516  -0.539
C3 -0.635 1.213 -0.264  -0.390
N1 0.562 0.796 0.388  -0.622
S1 -1.776 0.187 0.686  0.632
S2 -3.395 -0.001 -0.327  -0.513
H1 1.732 -0.903 0.349  0.224
H2 0.805 -0.655 -1.163  0.158
H3 -1.048 -1.872 -0.233  0.241
H4 -0.596 -1.659 1.507  0.236
H5 1.384 1.398 0.051  0.374
H6 -0.786 0.920 -1.286  0.200
H7 -0.921 2.315 -0.021  0.241

=====

Record 6
A 2-piece molecular cluster, C3H7NSi overall. Source: OMol25; level of theory: ωB97M-V/def2-TZVPD.

Computed properties:
Frontier orbital gap   9.3 eV
Charge   0
ΔE to the lowest compared entry with this formula, charge and spin   504.8 kJ/mol
HOMO   -8.47 eV
Calculated total energy   -462.5449 a.u.

Each line ends with the natural charge from an NBO analysis.
Positions of all 12 atoms, in Å:
C1 -0.208 1.220 1.868  -0.127
C2 -0.772 0.188 1.522  -0.492
C3 1.781 0.476 -0.444  -0.071
N1 1.864 -0.293 -1.517  -0.751
Si1 -1.957 -0.780 0.543  0.832
H1 0.562 1.886 1.985  0.221
H2 1.300 -1.117 -1.442  0.380
H3 2.267 1.349 -0.844  0.076
H4 2.019 0.083 -2.498  0.369
H5 -2.565 -0.086 -0.590  -0.160
H6 -3.301 -0.975 1.314  -0.133
H7 -0.990 -1.951 0.102  -0.144

=====

Record 7
A 2-piece molecular cluster, C3H7NSi overall. Source: OMol25; level of theory: ωB97M-V/def2-TZVPD.

Computed properties:
Frontier orbital gap (alpha / beta)   8.1 / 5.4 eV
Charge   0
ΔE to the lowest compared entry with this formula, charge and spin   491.7 kJ/mol
HOMO (alpha / beta)   -8.10 / -5.99 eV
Calculated total energy   -462.5499 a.u.

Each line ends with the natural charge from an NBO analysis.
Positions of all 12 atoms, in Å:
C1 -1.645 1.382 0.996  -0.348
C2 -0.726 1.604 0.050  -0.688
C3 0.943 -2.375 -0.069  0.026
N1 0.867 -1.216 -0.536  -0.686
Si1 1.094 1.404 0.274  0.890
H1 -2.702 1.462 0.798  0.194
H2 -1.372 1.099 1.998  0.189
H3 -1.076 1.870 -0.944  0.223
H4 0.761 -3.274 -0.660  0.152
H5 0.616 -0.998 -1.511  0.364
H6 1.952 1.885 -0.797  -0.162
H7 1.659 1.255 1.598  -0.155

=====

Record 8
An isolated ion of composition C3H7O2 and charge -1. Source: OMol25; level of theory: ωB97M-V/def2-TZVPD.

Computed properties:
Frontier orbital gap   7.2 eV
SMILES   CCOC[O-]
Charge   -1
ΔE to the lowest compared entry with this formula, charge and spin   185.9 kJ/mol
HOMO   -2.70 eV
Calculated total energy   -268.9692 a.u.

Each line ends with the natural charge from an NBO analysis.
Positions of all 12 atoms, in Å:
C1 1.352 1.109 0.307  -0.619
C2 -0.064 0.536 0.387  -0.071
O1 -0.421 -0.049 -0.822  -0.662
C3 -1.161 -1.430 -0.633  0.276
O2 -0.720 -2.170 0.320  -0.883
H1 1.674 1.485 1.281  0.175
H2 1.392 1.914 -0.431  0.181
H3 2.020 0.311 -0.018  0.203
H4 -0.101 -0.216 1.180  0.193
H5 -0.752 1.363 0.646  0.109
H6 -1.001 -1.785 -1.673  0.060
H7 -2.219 -1.067 -0.545  0.037

=====

Record 9
A 3-piece molecular cluster, C3H7O2 overall. Source: OMol25; level of theory: ωB97M-V/def2-TZVPD.

Computed properties:
Frontier orbital gap   6.8 eV
Charge   -1
ΔE to the lowest compared entry with this formula, charge and spin   379.0 kJ/mol
HOMO   -2.72 eV
Calculated total energy   -268.8957 a.u.

Each line ends with the natural charge from an NBO analysis.
Positions of all 12 atoms, in Å:
C1 1.577 -0.773 -0.003  0.268
O1 2.375 -1.636 0.438  -0.592
H1 1.934 0.328 -0.562  0.095
H2 0.455 -0.909 0.047  0.178
H3 1.170 1.139 -7.926  -0.004
C2 -0.510 1.215 1.216  -0.826
C3 -1.526 0.872 0.255  0.266
O2 -2.405 -0.054 0.142  -0.777
H4 -0.092 2.216 1.050  0.170
H5 -0.510 0.842 2.286  0.172
H6 -1.424 1.489 -0.697  0.048
H7 1.460 0.527 -7.649  0.004

=====

Record 10
A 3-piece molecular cluster, C3H7O2 overall. Source: OMol25; level of theory: ωB97M-V/def2-TZVPD.

Computed properties:
Frontier orbital gap   6.6 eV
Charge   -1
ΔE to the lowest compared entry with this formula, charge and spin   319.4 kJ/mol
HOMO   -2.54 eV
Calculated total energy   -268.9184 a.u.

Each line ends with the natural charge from an NBO analysis.
Positions of all 12 atoms, in Å:
C1 -0.062 0.270 2.125  0.297
O1 -0.015 0.347 3.335  -0.584
H1 -0.680 -0.458 1.580  0.121
H2 0.502 0.963 1.494  0.149
H3 -1.517 4.094 -3.678  -0.008
C2 -0.106 -0.875 -2.632  -0.765
C3 0.202 -0.799 -1.297  0.242
O2 0.341 0.212 -0.535  -0.841
H4 -0.035 -1.902 -3.002  0.152
H5 -0.106 -0.158 -3.441  0.170
H6 0.292 -1.786 -0.788  0.060
H7 -1.838 3.508 -4.018  0.007

=====

Record 11
An isolated ion of composition C3H7O2 and charge -1. Source: OMol25; level of theory: ωB97M-V/def2-TZVPD.

Computed properties:
Frontier orbital gap   7.2 eV
SMILES   CO[C@@H](C)[O-]
Charge   -1
ΔE to the lowest compared entry with this formula, charge and spin   313.9 kJ/mol
HOMO   -2.72 eV
Calculated total energy   -268.9205 a.u.

Each line ends with the natural charge from an NBO analysis.
Positions of all 12 atoms, in Å:
C1 0.792 -0.633 1.602  -0.228
O1 0.955 -0.290 0.281  -0.648
C2 -0.537 -0.179 -0.372  0.397
C3 -0.432 0.780 -1.547  -0.659
O2 -1.187 -1.330 -0.589  -0.895
H1 0.714 0.305 2.279  0.086
H2 1.733 -0.947 1.931  0.158
H3 -0.067 -1.155 1.852  0.178
H4 -0.994 0.422 0.370  0.047
H5 -1.067 0.767 -2.524  0.187
H6 -0.289 1.770 -1.229  0.176
H7 0.380 0.489 -2.054  0.201

=====

Record 12
A 3-piece molecular cluster, C3H7O2 overall. Source: OMol25; level of theory: ωB97M-V/def2-TZVPD.

Computed properties:
Frontier orbital gap   6.5 eV
Charge   -1
ΔE to the lowest compared entry with this formula, charge and spin   314.2 kJ/mol
HOMO   -2.49 eV
Calculated total energy   -268.9203 a.u.

Each line ends with the natural charge from an NBO analysis.
Positions of all 12 atoms, in Å:
C1 2.254 0.074 2.820  0.291
O1 2.615 -0.285 3.913  -0.573
H1 1.258 0.429 2.532  0.170
H2 2.941 0.096 1.951  0.093
H3 -1.291 -1.301 -6.264  -0.013
C2 -1.619 0.153 0.436  -0.769
C3 -0.391 0.469 -0.099  0.248
O2 0.750 0.689 0.432  -0.841
H4 -2.397 0.029 -0.317  0.159
H5 -1.921 0.117 1.472  0.167
H6 -0.458 0.722 -1.191  0.055
H7 -1.740 -1.192 -5.683  0.012